1.
{"formula": "C23H33N3OS", "method": "ωB97M-V/def2-TZVPD", "species": ["S", "O", "N", "N", "N", "C", "C", "C", "C", "C", "C", "C", "C", "C", "C", "C", "C", "C", "C", "C", "C", "C", "C", "C", "C", "C", "C", "C", "H", "H", "H", "H", "H", "H", "H", "H", "H", "H", "H", "H", "H", "H", "H", "H", "H", "H", "H", "H", "H", "H", "H", "H", "H", "H", "H", "H", "H", "H", "H", "H", "H"], "xyz": [[0.028, 0.022, -1.257], [-1.329, -1.242, 3.444], [0.765, 3.576, 1.120], [-1.664, 0.104, 0.755], [-1.643, -1.871, -0.438], [-1.147, -0.611, -0.278], [4.180, 3.064, -0.540], [-2.679, -2.814, 2.643], [-0.841, -2.855, -5.216], [1.762, 3.189, 0.136], [0.671, 2.713, 2.282], [-1.108, -2.369, 4.139], [3.210, 3.474, 0.562], [0.144, 1.321, 1.932], [-0.865, -5.709, -4.571], [-1.442, -4.134, -1.180], [2.303, 5.365, 1.942], [-1.267, -5.067, -2.183], [-1.411, -2.776, -1.481], [-1.229, -2.381, -2.800], [0.904, 4.982, 1.444], [-1.061, -4.680, -3.500], [-1.912, -3.371, 3.695], [-2.284, -1.510, 2.530], [3.345, 4.960, 0.901], [-2.724, -0.418, 1.599], [-1.115, 1.408, 1.070], [-1.046, -3.316, -3.806], [1.545, 3.758, -0.775], [-3.105, 0.419, 2.190], [3.983, 3.632, -1.447], [-1.956, -4.376, 4.061], [5.208, 3.249, -0.235], [2.346, 6.440, 2.124], [-0.847, -1.770, -5.269], [0.686, 5.545, 0.530], [-1.634, -5.618, -5.338], [-0.075, 0.786, 2.858], [-0.037, 3.188, 2.970], [3.436, 2.887, 1.460], [3.191, 5.547, -0.008], [-0.863, 1.914, 0.135], [-1.879, 1.995, 1.582], [-1.598, -4.457, -0.159], [4.352, 5.173, 1.271], [-1.289, -6.119, -1.936], [2.508, 4.856, 2.887], [1.626, 2.595, 2.821], [-0.366, -2.332, 4.911], [0.102, -5.578, -5.056], [-1.626, -3.242, -5.866], [0.150, 5.246, 2.191], [-1.225, -1.332, -3.045], [0.899, 0.753, 1.388], [-3.434, -3.312, 2.067], [-3.544, -0.800, 0.978], [-0.910, -6.712, -4.154], [0.114, -3.214, -5.600], [1.640, 2.134, -0.104], [-2.011, -2.313, 0.394], [4.070, 2.007, -0.769]], "forces_ev_per_a": [[0.54, 0.22, -0.45], [0.06, 0.51, -0.16], [-0.16, 0.08, 0.02], [-0.20, -0.37, -0.12], [-0.45, 0.12, 0.66], [0.06, 0.11, 0.00], [-0.17, -0.02, 0.28], [0.06, 0.70, -0.12], [-0.01, -0.02, 0.04], [0.23, -0.15, 0.14], [-0.01, -0.22, 0.01], [-0.19, -0.92, 0.19], [-0.04, 0.17, -0.28], [-0.09, 0.30, 0.01], [0.00, 0.07, 0.02], [0.03, 0.26, 0.08], [-0.13, 0.03, -0.24], [-0.01, 0.03, -0.12], [0.10, -0.37, -0.36], [-0.09, -0.01, -0.02], [0.08, 0.15, 0.19], [0.00, -0.06, 0.10], [0.43, 0.28, 0.32], [-0.71, -0.54, -0.36], [-0.02, -0.23, 0.35], [0.08, -0.08, 0.29], [0.50, 0.34, 0.04], [-0.06, -0.07, 0.20], [0.06, -0.03, -0.11], [-0.03, -0.08, -0.13], [0.00, 0.07, -0.14], [0.06, -0.20, 0.14], [0.12, 0.01, -0.03], [-0.01, 0.02, 0.09], [0.00, 0.06, -0.05], [-0.02, 0.09, 0.03], [-0.02, -0.06, -0.11], [0.06, -0.01, -0.02], [0.07, 0.01, 0.04], [-0.02, 0.01, 0.02], [0.03, 0.04, -0.10], [-0.18, -0.04, 0.19], [-0.07, -0.03, -0.01], [0.01, -0.02, 0.11], [0.04, 0.04, -0.08], [0.00, -0.10, 0.01], [0.02, 0.03, 0.07], [-0.07, 0.06, 0.06], [0.12, 0.11, 0.08], [0.06, -0.06, -0.10], [-0.02, 0.00, -0.12], [-0.02, 0.02, -0.07], [-0.02, 0.01, -0.02], [-0.01, -0.09, 0.00], [-0.18, -0.03, -0.19], [0.07, 0.01, 0.15], [0.00, -0.07, -0.02], [0.06, 0.00, -0.11], [-0.04, -0.03, -0.09], [0.03, 0.09, -0.11], [0.05, -0.13, -0.09]], "smiles": "Cc1ccc(NC(=S)N(CCCN2CCC[C@H](C)C2)Cc2ccco2)cc1C", "relative_energy_ev": 0.2554, "spin_multiplicity": 1}

---

2.
{"formula": "C20H12F5FeN5", "method": "ωB97M-V/def2-TZVPD", "species": ["Fe", "F", "F", "F", "F", "F", "N", "N", "N", "N", "N", "C", "C", "C", "C", "C", "C", "C", "C", "C", "C", "C", "C", "C", "C", "C", "C", "C", "C", "C", "C", "H", "H", "H", "H", "H", "H", "H", "H", "H", "H", "H", "H"], "xyz": [[-1.448, 0.073, 0.140], [1.210, -1.013, 2.445], [-1.842, 0.729, 2.644], [0.287, -0.065, 4.161], [-1.510, -1.439, 2.592], [0.874, 1.135, 2.455], [-1.747, -1.770, -0.582], [-1.387, 2.070, -0.129], [0.375, -0.007, -0.525], [0.540, -2.350, -0.970], [0.976, 2.304, -0.417], [2.277, -0.758, -1.608], [0.374, -0.048, 2.834], [1.193, 1.085, -0.755], [-1.401, 4.464, 1.277], [-0.725, -2.656, -0.527], [-0.953, -3.971, -0.091], [-3.001, -2.198, -0.261], [-0.224, 3.931, 0.822], [3.509, 1.302, -1.910], [-0.986, -0.259, 2.182], [-3.276, -3.462, 0.175], [4.361, -0.825, -2.715], [3.246, -1.509, -2.244], [0.984, -1.145, -1.021], [-2.211, -4.367, 0.280], [-2.551, 2.647, 0.280], [2.405, 0.615, -1.444], [-0.226, 2.725, 0.106], [-2.608, 3.819, 0.978], [4.490, 0.554, -2.551], [5.145, -1.370, -3.222], [3.141, -2.578, -2.363], [5.371, 1.049, -2.935], [-0.106, -4.641, -0.068], [3.604, 2.370, -1.775], [-4.289, -3.745, 0.417], [-1.400, 5.388, 1.840], [-3.460, 2.126, -0.004], [-3.561, 4.227, 1.278], [-3.796, -1.473, -0.402], [-2.384, -5.376, 0.628], [0.729, 4.412, 0.985]], "forces_ev_per_a": [[1.38, -0.06, -0.30], [-0.01, 0.04, -0.03], [0.13, 0.00, 0.17], [0.01, 0.00, -0.06], [0.23, -0.05, 0.00], [-0.03, -0.04, 0.00], [-0.53, -0.19, 0.34], [-0.47, 0.15, 0.43], [-0.13, 0.01, -0.11], [-0.08, 0.23, 0.08], [-0.14, -0.19, 0.00], [0.03, 0.03, -0.03], [0.16, -0.07, -0.01], [0.09, 0.22, 0.08], [-0.06, -0.05, -0.03], [0.22, -0.04, -0.17], [0.00, 0.02, -0.05], [-0.03, 0.03, -0.09], [-0.01, 0.00, -0.06], [-0.02, -0.06, 0.04], [-1.04, 0.19, 0.00], [0.05, -0.06, -0.03], [0.01, 0.02, -0.01], [-0.02, 0.05, 0.05], [0.04, -0.27, 0.04], [-0.05, 0.07, -0.02], [-0.05, 0.00, -0.09], [0.03, -0.02, -0.04], [0.24, 0.04, -0.19], [0.07, 0.05, -0.03], [0.01, -0.01, -0.01], [0.01, 0.00, 0.00], [-0.01, -0.01, -0.01], [0.01, 0.00, 0.00], [0.01, -0.01, -0.01], [-0.01, 0.01, -0.01], [-0.01, 0.00, 0.00], [-0.01, 0.01, 0.01], [0.00, -0.02, 0.08], [-0.01, 0.00, 0.00], [0.00, 0.00, 0.08], [0.00, -0.01, 0.01], [0.01, 0.01, -0.01]], "relative_energy_ev": 0.0000, "spin_multiplicity": 6, "s_squared": 8.77, "total_charge": 1}

---

3.
{"formula": "C19H41O6P", "method": "ωB97M-V/def2-TZVPD", "species": ["P", "O", "O", "O", "O", "O", "O", "C", "C", "C", "C", "C", "C", "C", "C", "C", "C", "C", "C", "C", "C", "C", "C", "C", "C", "C", "H", "H", "H", "H", "H", "H", "H", "H", "H", "H", "H", "H", "H", "H", "H", "H", "H", "H", "H", "H", "H", "H", "H", "H", "H", "H", "H", "H", "H", "H", "H", "H", "H", "H", "H", "H", "H", "H", "H", "H", "H"], "xyz": [[-1.978, 0.856, 3.079], [1.430, -2.135, 2.406], [0.689, 3.252, 1.013], [-4.279, -1.171, 3.893], [-1.672, -2.751, -0.819], [5.341, 2.197, -0.380], [-3.304, -4.537, -5.275], [0.898, 0.521, 3.489], [-4.228, -0.904, 2.691], [-3.391, -3.491, -5.874], [1.107, 5.530, 1.547], [-2.726, -3.248, -1.141], [1.045, 0.282, 1.978], [-2.828, -2.208, -5.310], [2.946, 3.931, 0.713], [-4.038, -2.557, -0.848], [7.167, 3.714, -0.288], [-2.802, -4.574, -1.852], [-4.065, -3.405, -7.222], [0.927, -1.174, 1.494], [-3.613, 0.346, 2.161], [-0.331, 1.354, 3.892], [1.500, 4.147, 1.082], [0.410, -2.838, 3.081], [6.425, 2.507, -0.810], [7.105, 1.708, -1.895], [-0.271, -2.157, 3.597], [3.227, 4.598, -0.104], [-2.661, 0.857, 4.311], [-2.075, -1.801, -5.986], [8.127, 3.410, 0.133], [1.532, -1.267, 0.594], [-4.575, -2.356, -1.776], [6.472, 0.872, -2.181], [-4.656, -3.188, -0.208], [-3.358, -3.043, -7.971], [1.677, 5.800, 2.438], [-3.380, -5.284, -1.258], [-3.462, 0.316, 1.082], [1.316, 6.260, 0.764], [-2.000, 2.057, 2.310], [-0.094, -1.427, 1.201], [8.062, 1.327, -1.535], [-2.368, -2.402, -4.343], [-0.468, 1.254, 4.972], [-4.423, -4.389, -7.513], [-0.143, 2.414, 3.716], [-3.624, -1.471, -5.190], [0.920, -0.400, 4.062], [3.100, 2.905, 0.399], [0.308, 0.858, 1.425], [7.350, 4.421, -1.099], [2.010, 0.652, 1.645], [0.867, -3.474, 3.830], [-1.430, -0.388, 2.675], [-1.799, -4.965, -2.003], [7.285, 2.338, -2.767], [1.773, 1.083, 3.812], [0.045, 5.549, 1.782], [3.585, 4.139, 1.573], [6.575, 4.200, 0.485], [-4.659, -1.613, 1.955], [-3.281, -4.447, -2.824], [-0.171, -3.420, 2.364], [-4.908, -2.714, -7.175], [-3.838, -1.617, -0.340], [-4.320, 1.160, 2.345]], "forces_ev_per_a": [[0.36, 0.09, 0.08], [0.08, -0.02, 0.24], [-0.12, 0.07, -0.02], [0.03, 0.32, -1.64], [0.04, 0.05, 0.02], [0.01, -0.01, 0.01], [-0.04, -0.04, 0.03], [-0.19, 0.60, -0.05], [0.00, -0.14, 1.35], [0.02, 0.06, -0.02], [-0.17, -0.10, 0.02], [-0.01, -0.06, 0.00], [-0.04, -0.57, 0.02], [0.02, -0.14, 0.15], [-0.22, -0.13, 0.00], [0.15, 0.13, 0.08], [-0.16, 0.01, 0.10], [0.19, 0.08, 0.05], [-0.01, -0.19, 0.04], [0.23, 0.12, -0.16], [-0.42, 0.05, 0.18], [0.10, -0.25, 0.21], [0.08, 0.04, 0.02], [-0.01, 0.35, -0.16], [0.04, -0.01, -0.02], [-0.16, -0.09, 0.02], [-0.12, 0.04, 0.05], [0.07, 0.07, 0.07], [-0.09, 0.03, -0.09], [-0.06, 0.08, -0.04], [0.06, 0.03, -0.09], [-0.01, -0.06, -0.16], [-0.08, -0.11, 0.01], [-0.01, 0.00, 0.01], [-0.09, -0.03, -0.10], [-0.04, 0.10, 0.00], [0.07, 0.06, -0.06], [-0.10, 0.02, -0.07], [0.08, -0.16, -0.11], [0.09, 0.04, 0.05], [-0.04, -0.11, -0.02], [-0.15, -0.05, 0.09], [0.06, 0.08, -0.05], [0.01, 0.00, -0.01], [-0.06, 0.00, 0.10], [0.00, -0.01, 0.01], [-0.07, 0.12, -0.21], [0.03, 0.06, -0.10], [0.03, -0.24, -0.12], [0.03, -0.03, -0.01], [-0.03, 0.20, -0.11], [0.11, -0.03, -0.01], [0.13, 0.11, 0.03], [0.13, -0.21, -0.02], [0.01, -0.02, 0.04], [0.01, 0.00, 0.00], [0.11, 0.02, 0.02], [0.14, -0.08, 0.16], [0.00, -0.01, 0.00], [0.04, 0.10, -0.04], [-0.01, -0.01, 0.00], [0.09, -0.09, 0.13], [-0.08, -0.11, 0.02], [-0.11, -0.23, 0.05], [0.05, 0.09, -0.05], [-0.01, 0.01, -0.01], [-0.03, 0.09, 0.11]], "smiles": "COCCCC[PH3]CC=O.CC(C)=O.CC(C)=O.CC(C)=O.CC(C)=O", "relative_energy_ev": 2.3085, "spin_multiplicity": 1}

---

4.
{"formula": "C5H12O", "method": "ωB97M-V/def2-TZVPD", "species": ["O", "C", "C", "C", "C", "C", "H", "H", "H", "H", "H", "H", "H", "H", "H", "H", "H", "H"], "xyz": [[0.562, -2.440, 2.243], [-1.604, 2.412, -0.057], [0.903, -1.298, -0.181], [-0.335, 0.578, -1.127], [0.863, -0.306, -1.383], [-0.408, 1.532, -0.207], [1.805, 0.230, -1.493], [0.825, -0.767, 0.758], [1.834, -1.862, -0.097], [-2.353, 2.377, -0.847], [-1.331, 3.467, 0.075], [0.697, -0.853, -2.314], [0.423, 1.784, 0.443], [0.047, -1.958, -0.258], [-1.226, 0.462, -1.739], [-0.067, -2.962, 2.766], [1.476, -2.638, 2.515], [-2.112, 2.242, 0.904]], "forces_ev_per_a": [[-0.28, 0.37, -0.47], [-0.34, 0.78, 1.17], [0.53, 0.56, -0.72], [0.46, 0.67, -0.31], [-0.63, -0.69, 0.80], [-0.27, 0.34, -0.57], [-0.10, 0.28, 0.14], [-0.15, 0.14, 0.02], [-0.14, -0.24, -0.30], [0.14, -0.33, -0.14], [0.26, -0.05, -0.39], [0.11, -0.06, -0.02], [0.13, -0.29, 0.03], [0.04, -0.25, 0.20], [0.07, -0.25, -0.10], [0.43, -0.23, 0.39], [-0.18, -0.38, 0.45], [-0.09, -0.38, -0.17]], "relative_energy_ev": 0.4666, "spin_multiplicity": 2, "s_squared": 0.75, "total_charge": -1}

---

5.
{"formula": "C5H9O3Tl", "method": "ωB97M-V/def2-TZVPD", "species": ["Tl", "O", "O", "O", "C", "C", "C", "C", "C", "H", "H", "H", "H", "H", "H", "H", "H", "H"], "xyz": [[-2.403, 2.318, -0.038], [-0.124, 2.286, -0.183], [1.089, 0.347, -0.523], [-1.189, 0.333, 0.063], [1.938, -0.343, 0.540], [0.035, 1.065, 0.151], [-1.203, -1.038, 0.414], [-2.633, -1.521, 0.503], [2.692, -1.424, 0.306], [2.578, -2.025, -0.598], [0.495, 0.762, 1.283], [3.386, -1.773, 1.072], [2.216, 0.301, 1.384], [-2.651, -2.597, 0.726], [-3.166, -0.999, 1.310], [-0.632, -1.621, -0.327], [-3.163, -1.359, -0.445], [-0.699, -1.217, 1.379]], "forces_ev_per_a": [[-2.05, 1.49, -0.01], [0.57, -0.51, -0.27], [2.48, -2.51, 1.96], [0.20, -1.40, -0.42], [0.32, 1.66, -3.06], [2.30, -0.96, 3.74], [0.46, -0.22, -0.01], [-0.27, -0.02, -0.03], [-0.98, 0.05, -0.25], [0.01, 0.17, 0.26], [-2.20, 1.58, -1.30], [-0.20, 0.21, -0.22], [-0.66, -0.26, -0.29], [0.04, 0.21, -0.05], [0.08, -0.06, -0.26], [-0.17, 0.20, 0.04], [0.10, 0.02, 0.25], [-0.03, 0.34, -0.08]], "relative_energy_ev": 0.0000, "spin_multiplicity": 2, "s_squared": 0.75, "total_charge": -1}